Density functional theory data (ωB97M-V/def2-TZVPD) for one molecule with the formula C4H7ClO in a non-equilibrium geometry.

Calculated values
* E: -691.985611 hartree
* SMILES: C[C@@H]1C[C@@]1(O)Cl
* frontier orbital gap: 0.39765 Ha
* relative energy (zero: lowest compared OMol25 entry of this formula, charge and spin): 37.8 kcal per mole
* HOMO: -9.990 eV

Geometry (Å):
C: -0.663 -1.085 -0.864
C: 0.109 0.243 -0.633
C: 1.249 0.065 0.278
C: 0.128 0.931 0.716
O: -0.555 0.361 1.789
Cl: 0.049 2.769 0.835
H: -0.707 -1.835 -0.081
H: -0.166 -1.485 -1.701
H: -1.712 -0.852 -1.087
H: 0.173 0.844 -1.651
H: 1.377 -0.816 0.881
H: 2.210 0.477 -0.082
H: -1.492 0.382 1.600

natural (NBO) atomic charge list, values in e, 6 entries: C -0.61; C -0.25; C -0.45; C 0.26; O -0.69; Cl -0.09